1.
The following is a quantum chemistry calculation of a structure of composition C20H21N5O3Ru in a non-equilibrium geometry, from the Open Molecules 2025 dataset.

```
50
Properties=species:S:1:pos:R:3
N -1.5062 -1.6181 0.6783
C -2.1441 -2.1046 1.5422
C -2.6997 -2.9563 2.5451
H -2.0539 -3.8458 2.6735
H -3.7155 -3.2839 2.2570
H -2.7532 -2.4051 3.4959
N -2.2795 1.9729 -1.8170
C -2.9557 2.7402 -2.3938
C -3.5515 4.0229 -2.6165
H -4.6607 3.9267 -2.7734
H -3.0758 4.4926 -3.5184
H -3.2946 4.5943 -1.6705
N 1.3121 -0.7288 -1.6219
C 2.3449 -0.6517 -2.1885
C 3.6575 -0.8935 -2.7117
H 4.2404 0.0408 -2.6694
H 3.5995 -1.2390 -3.7625
H 4.1637 -1.6671 -2.1016
Ru -1.2012 0.3100 -1.1995
C 0.1820 1.6619 -1.0126
O 0.9733 2.5099 -0.8813
C -1.6547 1.0732 0.5276
O -1.9473 1.6061 1.5499
C -2.7731 -1.3866 -1.5496
C -1.5814 -2.1458 -1.5581
C -0.5491 -1.7951 -2.4148
C -0.6710 -0.6929 -3.2675
C -1.8573 0.0424 -3.2834
C -2.9128 -0.3189 -2.4085
H -3.5719 -1.6327 -0.8567
H -1.4110 -2.9435 -0.8409
H 0.3914 -2.3467 -2.3290
H 0.1476 -0.3886 -3.9091
H -1.9550 0.8607 -3.9737
H -3.8477 0.2314 -2.4159
N 4.8789 0.6770 4.4052
C 3.5563 0.2144 4.5791
O 3.1499 -0.2754 5.6491
C 2.6771 0.2836 3.4044
C 3.1031 0.4934 2.1025
C 2.1814 0.4952 1.0456
N 0.9041 0.1285 1.2315
C 0.4499 -0.0662 2.4756
C 1.3283 -0.0658 3.5736
H 5.3408 0.8090 5.3030
H 5.1217 1.2920 3.6653
H 4.1329 0.7062 1.8305
H 2.5141 0.7951 0.0393
H -0.6241 -0.2347 2.6442
H 0.8971 -0.2938 4.5272
```

As for the LUMO energy (spin up / spin down): -14.5835 / -17.8017 eV. Its HOMO-LUMO gap (spin up / spin down) is 0.153 / 0.098 Eh. The molar mass is 480.490 g mol⁻¹. The calculation puts the energy above the lowest of the compared OMol25 structures with the same formula, charge and spin at 5.004 eV. The HOMO energy (spin up / spin down) comes out at -18.7465 / -20.4657 eV. As for the spin multiplicity: 5. The value obtained for the total energy is -37203.604 eV. The charge is +4.

Results of the Mulliken charge analysis, in e, for atoms 1 through 6: -0.3502, 0.7002, -1.1682, 0.3260, 0.3589, 0.3562


2.
The following is a quantum chemistry calculation of the molecule C24H30N2O5, from the Open Molecules 2025 dataset.

```
61
Properties=species:S:1:pos:R:3
C -0.8075 1.8821 4.1556
H -1.2964 0.9588 4.4842
O 0.1185 1.6404 3.1255
C -0.3401 1.1455 1.9451
C -1.6552 0.8057 1.6772
C -2.0175 0.2916 0.4402
C -1.0598 0.1192 -0.5437
C 0.2630 0.4851 -0.2966
C 0.6399 0.9875 0.9352
O 1.8921 1.3718 1.2924
C 2.9603 1.2811 0.3638
C 3.4629 -0.1664 0.2387
H 4.0014 -0.2898 -0.7014
H 2.6107 -0.8477 0.2353
C 4.3743 -0.5228 1.4082
N 5.5605 0.3082 1.3922
C 6.6742 0.0612 2.1244
O 7.6236 0.8219 2.1198
C 6.6700 -1.2173 2.9339
H 7.5844 -1.2509 3.5194
H 6.6410 -2.0849 2.2778
H 5.8119 -1.2502 3.6010
C 5.4510 1.5714 0.6870
C 4.0758 2.1834 0.9163
H 4.0281 3.1713 0.4604
H 3.9036 2.2984 1.9877
H 6.2379 2.2218 1.0760
H 5.6308 1.4255 -0.3849
H 3.8168 -0.3819 2.3446
H 4.6610 -1.5755 1.3340
H 2.6290 1.6440 -0.6181
H 0.9763 0.3695 -1.0967
C -1.4254 -0.3227 -1.9194
O -1.1824 0.3946 -2.8830
N -2.0306 -1.5204 -2.0615
C -2.2500 -2.4565 -0.9871
H -1.9006 -3.4465 -1.2895
H -3.3131 -2.5194 -0.7394
H -1.6974 -2.1471 -0.1036
C -2.4746 -1.9283 -3.3878
H -1.6381 -1.8421 -4.0903
H -2.7822 -2.9713 -3.3272
C -3.6401 -1.0605 -3.9396
C -4.5202 -0.6247 -2.7824
C -4.4749 0.6704 -2.2881
C -5.2465 1.0291 -1.1954
C -6.0704 0.0983 -0.5872
C -6.1300 -1.1938 -1.0839
C -5.3597 -1.5522 -2.1752
H -5.4146 -2.5591 -2.5662
H -6.7797 -1.9224 -0.6207
H -6.6703 0.3780 0.2665
H -5.2000 2.0400 -0.8174
H -3.8389 1.4015 -2.7629
O -3.1668 -0.0062 -4.7249
H -2.4138 0.3960 -4.2509
H -4.2370 -1.6831 -4.6199
H -3.0508 0.0494 0.2443
H -2.4179 0.9392 2.4272
H -0.2278 2.2944 4.9798
H -1.5688 2.6075 3.8510
```

Its SMILES is COc1ccc(C(=O)N(C)C[C@H](O)c2ccccc2)cc1OC1CCN(C(C)=O)CC1. As for the LUMO energy: 0.4898 eV. Its HOMO-LUMO gap is 0.326 Eh. The molar mass is 426.513 g mol⁻¹. The calculation puts the energy above the lowest of the compared OMol25 structures with the same formula, charge and spin at 2.026 eV. The HOMO energy comes out at -8.3854 eV. The value obtained for the total energy is -38593.056 eV.

Results of the Mulliken charge analysis, in e, for atoms 1 through 6: -0.9675, 0.3628, -0.4586, 0.9161, -0.7662, -0.1374